No. 1
Computed, not measured: a molecular structure, C27H39BN6PbS4, with ωB97M-V/def2-TZVPD.

The total energy is -3190.87698 a.u. The value obtained for the HOMO energy (spin up / spin down) is -13.2769 / -13.5333 eV. Its energy above the lowest of the compared OMol25 structures with the same formula, charge and spin is 0.0 kcal per mole. For the HOMO-LUMO gap (spin up / spin down), the calculation gives 4.3 / 6.4 eV.

Structure (ORCA input):
```
! wB97M-V def2-TZVPD RIJCOSX def2/J DEFGRID3
* xyz 2 1
Pb -0.017 0.003 -1.566
C 3.679 5.340 -1.508
C 3.205 3.926 -1.843
C 4.382 2.985 -2.097
C 2.317 3.983 -3.076
N 2.479 3.397 -0.611
C 3.133 3.370 0.587
C 2.270 2.895 1.522
N 1.092 2.616 0.903
B -0.065 2.020 1.776
N -1.466 2.202 1.135
C -2.057 3.439 1.183
C -3.239 3.362 0.530
N -3.376 2.070 0.079
C -2.283 1.370 0.455
S -1.981 -0.301 0.123
C -4.586 1.552 -0.675
C -5.251 0.460 0.156
C -4.136 1.045 -2.044
C -5.573 2.701 -0.871
N 0.218 0.550 2.199
C -0.384 0.080 3.339
C 0.020 -1.192 3.523
N 0.884 -1.513 2.500
C 0.969 -0.441 1.673
S 1.889 -0.305 0.212
C 1.512 -2.899 2.485
C 2.166 -3.108 3.851
C 2.576 -3.078 1.411
C 0.369 -3.889 2.261
C 1.222 2.917 -0.414
S -0.004 2.686 -1.589
H 4.186 5.752 -2.380
H 4.386 5.365 -0.679
H 2.834 5.987 -1.269
H 4.897 3.304 -3.002
H 4.035 1.960 -2.244
H 5.106 2.994 -1.283
H 2.921 4.427 -3.867
H 1.440 4.614 -2.933
H 1.997 2.999 -3.414
H 4.148 3.706 0.700
H 2.408 2.752 2.580
H -0.073 2.669 2.787
H -1.600 4.270 1.691
H -3.980 4.119 0.374
H -4.598 -0.399 0.305
H -6.143 0.118 -0.367
H -5.556 0.849 1.128
H -3.580 0.112 -1.977
H -3.529 1.798 -2.552
H -5.020 0.866 -2.655
H -5.946 3.094 0.075
H -6.428 2.308 -1.417
H -5.150 3.513 -1.465
H -1.032 0.695 3.939
H -0.222 -1.881 4.311
H 2.937 -2.357 4.034
H 2.639 -4.089 3.860
H 1.453 -3.085 4.673
H 3.371 -2.337 1.485
H 2.163 -3.061 0.404
H 3.021 -4.058 1.580
H -0.316 -3.918 3.110
H 0.782 -4.889 2.129
H -0.196 -3.629 1.365
S -0.168 -3.066 -1.568
C -0.145 -4.736 -1.856
C 0.984 -5.340 -2.464
C 1.014 -6.701 -2.657
C -0.072 -7.484 -2.260
C -1.196 -6.906 -1.666
C -1.240 -5.546 -1.465
H 1.809 -4.713 -2.773
H 1.873 -7.166 -3.122
H -0.043 -8.554 -2.417
H -2.031 -7.527 -1.372
H -2.104 -5.074 -1.015
*
```

=====

No. 2
Computed, not measured: 2 unconnected molecules or ions with the total composition C18H20N2O3S, with ωB97M-V/def2-TZVPD.

The total energy is -1431.29544 a.u. The value obtained for the HOMO energy is -8.3403 eV. Its SMILES is Cc1ccc(S(=O)(=O)N=C=O)cc1.c1ccc([C@H]2CCCN2)cc1. Its energy above the lowest of the compared OMol25 structures with the same formula, charge and spin is 61.5 kcal per mole. For the HOMO-LUMO gap, the calculation gives 8.1 eV.

Structure (ORCA input):
```
! wB97M-V def2-TZVPD RIJCOSX def2/J DEFGRID3
* xyz 0 1
C 3.997 5.644 -1.015
C 2.705 5.000 -0.584
C 2.412 4.864 0.779
C 1.205 4.301 1.199
C 0.290 3.852 0.244
S -1.289 3.180 0.769
N -0.945 1.339 0.914
C -1.753 0.465 1.168
O -2.487 -0.432 1.429
O -1.572 3.609 2.112
O -2.244 3.289 -0.302
C 0.571 3.963 -1.119
C 1.781 4.528 -1.526
H 4.085 5.682 -2.103
H 4.074 6.671 -0.642
H 4.871 5.106 -0.632
H 3.144 5.202 1.515
H 0.986 4.196 2.258
H -0.139 3.597 -1.856
H 2.020 4.605 -2.589
C 1.218 -3.397 2.851
C 0.675 -4.643 2.506
C -0.090 -4.767 1.346
C -0.314 -3.645 0.539
C -1.211 -3.751 -0.679
C -2.693 -3.365 -0.445
C -3.141 -2.701 -1.770
C -1.885 -2.639 -2.660
N -0.791 -2.869 -1.732
C 0.236 -2.407 0.875
C 0.992 -2.275 2.043
H 1.814 -3.304 3.756
H 0.841 -5.517 3.138
H -0.523 -5.725 1.048
H -1.205 -4.813 -1.003
H -3.280 -4.254 -0.192
H -2.777 -2.648 0.383
H -3.953 -3.259 -2.245
H -3.488 -1.684 -1.565
H -1.939 -3.425 -3.438
H -1.774 -1.673 -3.165
H 0.118 -3.048 -2.144
H 0.062 -1.550 0.216
H 1.396 -1.299 2.316
*
```

=====

No. 3
Computed, not measured: a molecular structure, C10H15BClO2PmSn, with ωB97M-V/def2-TZVPD.

The total energy is -1848.13094 a.u. The value obtained for the HOMO energy (spin up / spin down) is -7.3975 / -7.3223 eV. For the HOMO-LUMO gap (spin up / spin down), the calculation gives 6.5 / 6.3 eV.

Structure (ORCA input):
```
! wB97M-V def2-TZVPD RIJCOSX def2/J DEFGRID3
* xyz 0 5
Pm 0.208 0.488 -3.740
Cl 1.884 1.568 -2.114
C -1.382 2.225 -3.927
C 1.840 -0.365 -5.216
H -1.694 2.182 -4.967
H -2.203 2.045 -3.232
H -0.812 3.124 -3.686
H 1.364 -0.305 -6.189
H 2.072 -1.383 -4.904
H 2.672 0.325 -5.077
Sn 0.393 -0.429 -0.846
C 1.642 -1.768 0.164
C -0.768 -1.415 -2.351
H 1.469 -2.758 -0.252
H 2.670 -1.464 -0.007
H 1.411 -1.774 1.225
H -0.410 -2.261 -2.994
H -1.855 -1.204 -2.537
O 0.103 1.330 1.852
B -0.563 0.461 0.948
O -1.560 -0.245 1.688
C -1.185 -0.133 2.994
C -1.679 -0.775 4.087
C -1.155 -0.409 5.337
C -0.128 0.561 5.436
C 0.389 1.179 4.288
C -0.161 0.835 3.095
H -2.469 -1.532 3.961
H -1.557 -0.878 6.237
H 0.267 0.845 6.413
H 1.196 1.931 4.315
*
```

=====

No. 4
Computed, not measured: a single C26H28N2O5 molecule, with ωB97M-V/def2-TZVPD.

The total energy is -1493.30930 a.u. The value obtained for the HOMO energy is -8.2648 eV. Its SMILES is CC(=O)n1cc([C@@H]2C=C(C(=O)Nc3ccccc3)O[C@H](OCCCCO)C2)c2ccccc21. Its energy above the lowest of the compared OMol25 structures with the same formula, charge and spin is 0.0 kcal per mole. For the HOMO-LUMO gap, the calculation gives 8.7 eV.

Structure (ORCA input):
```
! wB97M-V def2-TZVPD RIJCOSX def2/J DEFGRID3
* xyz 0 1
C -3.314 0.638 -2.658
C -3.555 -0.819 -2.382
O -4.202 -1.536 -3.108
N -2.966 -1.306 -1.224
C -2.178 -0.597 -0.332
C -1.736 -1.400 0.667
C -2.288 -2.707 0.427
C -2.234 -3.913 1.120
C -2.898 -5.004 0.599
C -3.614 -4.909 -0.592
C -3.700 -3.718 -1.288
C -3.037 -2.618 -0.766
H -4.266 -3.641 -2.201
H -4.120 -5.782 -0.975
H -2.867 -5.948 1.123
H -1.697 -3.992 2.054
C -0.874 -1.014 1.834
C -0.531 0.440 1.804
C 0.708 0.904 1.653
O 1.829 0.112 1.506
C 1.581 -1.230 1.150
O 1.378 -1.346 -0.228
C 2.593 -1.435 -0.969
C 2.327 -1.356 -2.471
C 1.153 -2.246 -2.905
C -0.058 -1.393 -3.296
O -0.263 -0.319 -2.410
H 0.032 -0.602 -1.531
H 0.091 -0.948 -4.285
H -0.957 -2.027 -3.339
H 0.870 -2.900 -2.079
H 1.428 -2.873 -3.753
H 3.247 -1.647 -2.978
H 2.106 -0.322 -2.739
H 3.268 -0.624 -0.668
H 3.073 -2.394 -0.720
C 0.417 -1.844 1.928
H 0.731 -1.904 2.972
H 0.259 -2.851 1.546
H 2.509 -1.758 1.427
C 0.974 2.376 1.657
O 0.071 3.180 1.775
N 2.292 2.671 1.518
C 2.924 3.914 1.489
C 4.311 3.933 1.350
C 4.992 5.134 1.317
C 4.300 6.330 1.421
C 2.922 6.312 1.558
C 2.229 5.116 1.592
H 1.158 5.102 1.699
H 2.377 7.240 1.639
H 4.833 7.268 1.395
H 6.067 5.137 1.210
H 4.852 3.000 1.270
H 2.904 1.868 1.438
H -1.326 1.160 1.914
H -1.462 -1.211 2.741
H -1.977 0.444 -0.478
H -2.244 0.808 -2.775
H -3.827 0.905 -3.577
H -3.687 1.255 -1.844
*
```

=====

No. 5
Computed, not measured: 2 unconnected molecules or ions with the total composition C4H11NS, with ωB97M-V/def2-TZVPD.

The total energy is -611.80851 a.u. The value obtained for the HOMO energy is -8.1075 eV. Its SMILES is C=CN.CCS. Its energy above the lowest of the compared OMol25 structures with the same formula, charge and spin is 83.8 kcal per mole. For the HOMO-LUMO gap, the calculation gives 8.9 eV.

Structure (ORCA input):
```
! wB97M-V def2-TZVPD RIJCOSX def2/J DEFGRID3
* xyz 0 1
C -0.767 0.829 2.446
C -0.540 1.441 3.780
S -2.286 2.115 4.049
H -1.322 1.537 1.762
H -1.533 -0.100 2.299
H 0.177 0.433 1.880
H 0.183 2.241 4.003
H -0.225 0.633 4.452
C 1.069 -1.015 -3.102
C 0.547 -0.337 -4.172
N 1.816 -2.304 -3.191
H 1.139 -0.495 -2.124
H 0.948 0.636 -4.286
H -0.138 -0.980 -4.936
H 1.752 -2.997 -2.493
H -2.697 0.894 3.831
H 1.877 -2.533 -4.198
*
```

=====

No. 6
Computed, not measured: 4 unconnected molecules or ions with the total composition C4H15N2OS, with ωB97M-V/def2-TZVPD.

The total energy is -743.89024 a.u. The value obtained for the HOMO energy is -11.8114 eV. Its energy above the lowest of the compared OMol25 structures with the same formula, charge and spin is 140.0 kcal per mole. For the HOMO-LUMO gap, the calculation gives 3.2 eV.

Structure (ORCA input):
```
! wB97M-V def2-TZVPD RIJCOSX def2/J DEFGRID3
* xyz 1 1
N 3.638 -1.345 -3.477
C -1.084 0.462 2.277
C 0.248 0.485 2.402
C 0.612 0.785 -1.331
S -1.016 0.663 -1.858
C -2.047 0.408 3.454
N -3.240 1.162 3.063
H 3.907 -0.853 -2.637
H 2.828 -1.925 -3.305
H 4.416 -1.882 -3.827
H -1.549 0.434 1.307
H 0.923 0.778 1.589
H 0.740 0.212 3.334
H 1.314 1.454 -1.838
H 1.081 -0.202 -1.188
H -1.050 1.238 -3.116
H -1.534 0.818 4.333
H -2.413 -0.593 3.647
H -3.058 2.117 2.796
H -4.057 1.106 3.649
H 0.514 -1.089 -2.722
H 0.043 -2.424 -3.266
O 0.783 -1.811 -3.285
*
```

=====

No. 7
Computed, not measured: a molecular structure, CH3I3N2O2S, with ωB97M-V/def2-TZVPD.

The total energy is -1591.04894 a.u. The value obtained for the HOMO energy is -9.3441 eV. Its energy above the lowest of the compared OMol25 structures with the same formula, charge and spin is 30.0 kcal per mole. For the HOMO-LUMO gap, the calculation gives 9.0 eV.

Structure (ORCA input):
```
! wB97M-V def2-TZVPD RIJCOSX def2/J DEFGRID3
* xyz 0 1
C 0.475 -1.901 0.321
N -0.633 2.142 0.391
N 0.691 -0.121 0.534
O -1.764 -0.245 0.371
O -0.554 0.499 -1.611
S -0.686 0.509 -0.180
I 2.112 -2.599 1.305
I 0.394 -2.380 -1.670
I 2.255 0.731 -0.392
H -0.628 -1.899 0.750
H -0.203 2.730 -0.428
H -1.457 2.535 0.611
*
```

=====

No. 8
Computed, not measured: a single CH3NO2 molecule, with ωB97M-V/def2-TZVPD.

The total energy is -245.16410 a.u. The value obtained for the HOMO energy is -10.5302 eV. Its SMILES is NC(=O)O. Its energy above the lowest of the compared OMol25 structures with the same formula, charge and spin is 9.4 kcal per mole. For the HOMO-LUMO gap, the calculation gives 11.0 eV.

Structure (ORCA input):
```
! wB97M-V def2-TZVPD RIJCOSX def2/J DEFGRID3
* xyz 0 1
N 1.056 -0.331 0.620
C -0.146 -0.061 0.014
O -0.069 0.864 -0.985
O -1.205 -0.579 0.264
H 1.490 0.439 1.104
H 0.997 -1.112 1.256
H 0.856 1.119 -1.117
*
```

=====

No. 9
Computed, not measured: a molecular structure, C52H49N3OPSb2Se2W, with ωB97M-V/def2-TZVPD.

The total energy is -7941.32528 a.u. The value obtained for the HOMO energy (spin up / spin down) is -13.8000 / -13.8000 eV. For the HOMO-LUMO gap (spin up / spin down), the calculation gives 3.7 / 3.7 eV.

Structure (ORCA input):
```
! wB97M-V def2-TZVPD RIJCOSX def2/J DEFGRID3
* xyz 3 1
W -0.385 -0.553 -0.078
C 1.454 -3.889 -1.515
C 2.783 -3.577 -0.817
C 2.755 -2.612 0.383
Sb 0.817 -2.513 1.378
C 0.931 -4.603 1.972
C 0.097 -5.638 1.578
C 0.375 -6.939 1.976
C 1.478 -7.202 2.768
C 2.288 -6.161 3.193
C 2.016 -4.864 2.798
C 1.015 -1.754 3.377
C 0.018 -2.220 4.229
C -0.050 -1.764 5.534
C 0.867 -0.826 5.980
C 1.850 -0.355 5.127
C 1.934 -0.816 3.821
Sb 0.316 -2.109 -2.176
C -0.663 -2.761 -4.009
C -1.822 -3.526 -3.945
C -2.442 -3.902 -5.122
C -1.909 -3.531 -6.346
C -0.745 -2.783 -6.397
C -0.116 -2.388 -5.229
C -1.679 -2.188 -1.100
C -2.691 -1.306 -1.532
C -3.972 -1.390 -0.988
C -4.270 -2.366 -0.052
C -3.314 -3.321 0.280
C -2.038 -3.236 -0.243
H 0.820 -4.481 -0.849
H 1.645 -4.481 -2.412
H 3.488 -3.187 -1.557
H 3.175 -4.537 -0.471
H 3.029 -1.601 0.072
H 3.485 -2.934 1.126
H -0.792 -5.473 0.984
H -0.278 -7.742 1.668
H 1.709 -8.212 3.069
H 3.132 -6.353 3.838
H 2.636 -4.049 3.150
H -0.682 -2.972 3.875
H -0.809 -2.150 6.198
H 0.828 -0.476 6.999
H 2.566 0.367 5.486
H 2.732 -0.465 3.176
H -2.240 -3.823 -2.988
H -3.349 -4.483 -5.077
H -2.394 -3.826 -7.261
H -0.329 -2.494 -7.347
H 0.790 -1.799 -5.266
H -2.522 -0.641 -2.376
H -4.736 -0.704 -1.325
H -5.255 -2.420 0.381
H -3.575 -4.137 0.932
H -1.322 -4.024 -0.039
Se -1.189 1.592 -1.303
P -2.514 1.795 0.471
Se -1.951 0.019 1.765
C -2.070 3.379 1.219
C -2.187 4.474 0.364
C -1.870 5.733 0.835
C -1.445 5.889 2.148
C -1.344 4.795 2.993
C -1.654 3.525 2.534
C -4.300 1.849 0.155
C -4.828 1.998 -1.120
C -6.187 2.217 -1.262
C -7.000 2.295 -0.140
C -6.467 2.109 1.128
C -5.114 1.880 1.285
H -2.516 4.327 -0.659
H -1.960 6.584 0.179
H -1.192 6.869 2.518
H -1.030 4.929 4.016
H -1.589 2.664 3.189
H -4.181 1.962 -1.987
H -6.602 2.347 -2.250
H -8.052 2.507 -0.248
H -7.107 2.160 1.993
H -4.687 1.736 2.270
C 7.537 -3.472 -5.297
C 7.262 -2.178 -4.618
C 7.894 -0.995 -5.014
C 7.646 0.195 -4.365
C 6.759 0.250 -3.280
N 6.608 1.480 -2.636
C 5.732 1.946 -1.697
O 5.968 2.880 -0.980
N 4.494 1.269 -1.670
C 3.531 1.379 -0.709
C 3.632 2.174 0.447
C 2.613 2.101 1.380
C 1.541 1.248 1.196
N 1.408 0.479 0.081
C 2.385 0.592 -0.851
C 6.142 -0.935 -2.862
C 6.388 -2.118 -3.530
H 8.009 -3.325 -6.264
H 6.625 -4.051 -5.431
H 8.216 -4.074 -4.690
H 8.591 -1.016 -5.839
H 8.143 1.097 -4.694
H 7.374 2.128 -2.803
H 4.270 0.735 -2.499
H 4.485 2.815 0.592
H 2.658 2.699 2.276
H 0.773 1.134 1.968
H 2.278 0.002 -1.761
H 5.523 -0.952 -1.977
H 5.912 -3.025 -3.188
*
```

=====

No. 10
Computed, not measured: a single C3H6N2O3 molecule, with ωB97M-V/def2-TZVPD.

The total energy is -452.97236 a.u. The value obtained for the HOMO energy is -9.7550 eV. Its SMILES is CC(=O)NO/C=N\O. Its energy above the lowest of the compared OMol25 structures with the same formula, charge and spin is 143.5 kcal per mole. For the HOMO-LUMO gap, the calculation gives 10.3 eV.

Structure (ORCA input):
```
! wB97M-V def2-TZVPD RIJCOSX def2/J DEFGRID3
* xyz 0 1
C 1.988 0.532 0.115
C 1.035 -0.676 -0.118
C -1.821 -1.028 -0.210
H 2.725 0.520 -0.775
H 1.297 1.465 -0.256
H 2.332 0.822 1.124
H -0.016 0.365 1.212
H -2.672 -1.728 -0.409
H -1.546 1.904 -0.513
N 0.076 -0.627 0.841
N -2.165 0.080 -0.616
O 1.065 -1.447 -1.073
O -0.992 -1.308 0.829
O -1.305 1.128 -0.150
*
```

=====

No. 11
Computed, not measured: a molecular structure, C26H30N4O5S, with ωB97M-V/def2-TZVPD.

The total energy is -2001.43090 a.u. The value obtained for the HOMO energy is -7.4474 eV. Its energy above the lowest of the compared OMol25 structures with the same formula, charge and spin is 499.5 kcal per mole. For the HOMO-LUMO gap, the calculation gives 6.8 eV.

Structure (ORCA input):
```
! wB97M-V def2-TZVPD RIJCOSX def2/J DEFGRID3
* xyz 0 1
O 0.287 0.697 4.016
C 0.430 0.038 2.907
N 0.875 0.657 1.701
H 0.666 -0.037 0.875
C 0.695 1.827 1.353
C -0.764 2.276 1.061
C -1.832 2.438 2.079
C -3.079 2.767 1.370
C -3.354 2.718 0.045
C -2.226 2.438 -0.779
C -1.023 2.531 -0.345
H -0.271 2.286 -1.175
O -2.757 2.260 -2.157
C -4.158 2.705 -1.859
O -4.491 2.803 -0.661
H -4.770 1.683 -2.132
H -4.467 3.329 -2.427
H -3.895 2.855 2.275
H -1.417 2.675 2.904
H 1.407 2.325 0.895
H 0.834 2.474 2.374
C -0.306 -1.296 2.965
H -0.243 -1.705 3.866
C -1.647 -1.338 2.347
H -2.250 -0.583 2.523
C -2.088 -2.775 2.065
H -1.370 -3.687 1.813
H -2.520 -2.922 3.023
C -3.371 -2.938 1.144
C -2.753 -3.321 -0.290
N -1.897 -2.173 -1.008
C -2.502 -1.265 -1.770
N -1.607 -0.325 -2.238
C -0.293 -0.522 -2.154
C 0.529 0.483 -2.724
C 1.960 0.734 -2.451
C 2.544 -0.431 -1.829
C 1.676 -1.403 -0.865
C 0.289 -1.360 -1.340
C -0.654 -2.332 -0.694
O -0.014 -3.501 -0.041
H 1.922 -2.174 -0.312
N 3.775 -0.524 -1.391
C 4.337 -1.033 -0.099
H 3.614 -1.534 0.291
C 4.724 0.279 0.758
O 5.501 1.188 0.215
C 5.072 1.551 -1.053
H 5.703 2.491 -1.591
C 4.652 0.546 -1.962
H 4.480 0.819 -3.056
H 5.781 0.031 -2.157
H 4.158 2.271 -1.082
H 5.105 -0.013 1.814
H 3.699 0.722 1.091
H 5.399 -1.277 -0.073
H 2.493 1.239 -3.019
H 0.052 1.314 -3.311
H -2.046 0.518 -2.707
S -3.954 -1.024 -1.477
H -2.149 -4.281 -0.393
H -3.589 -3.425 -0.942
H -3.947 -3.673 1.264
H -3.993 -1.991 1.084
H -1.497 -1.047 1.217
H 0.535 -2.057 2.233
*
```